13
Properties=species:S:1:pos:R:3 method="wB97M-V/def2-TZVPD" multiplicity=1 e_lumo_ev=0.75 homo_ha=-0.3139 e_above_lowest_kcal_mol=135.33 e_tot_ha=-286.4160
O -0.88777 2.27735 -0.79585
C 0.15671 0.24288 -0.79688
C 1.04512 0.51095 0.37850
C 0.72329 -0.95366 0.46967
N -0.59133 -1.07392 1.08138
C -0.62665 -0.84281 -0.35931
H -1.63374 1.78249 -0.41650
H -0.42337 1.59272 -1.38324
H 0.70640 1.06267 1.25801
H 2.02201 0.84181 0.03016
H 1.37505 -1.81104 0.33130
H -0.81747 -2.05339 1.24938
H -1.04826 -1.57605 -1.04662

=====

8
Properties=species:S:1:pos:R:3 method="wB97M-V/def2-TZVPD" multiplicity=1 e_lumo_ev=-1.31 homo_ha=-0.3619 e_above_lowest_kcal_mol=12.69 e_tot_ha=-940.2959
C -0.32313 0.00863 1.43725
N 0.30589 0.96168 0.93435
O 1.05911 0.70764 -0.22658
O -1.27432 -0.01806 -1.13548
S 0.04863 -0.57290 -1.15811
I 1.37389 -0.32391 -3.23882
H -0.87053 0.26909 2.29625
H -0.31954 -1.03216 1.09114

=====

13
Properties=species:S:1:pos:R:3 method="wB97M-V/def2-TZVPD" smiles=CCc1snnc1[S-] multiplicity=1 e_lumo_ev=3.35 homo_ha=-0.0937 e_above_lowest_kcal_mol=49.41 e_tot_ha=-1061.2406 charge=-1
C -0.43272 -0.46524 0.16975
C -2.05617 -0.35547 -0.77169
C 1.72265 0.86386 0.28915
C 0.93571 -0.27399 -0.34272
N -2.92392 -0.48680 0.18530
N -2.59534 -0.54966 1.41933
S -2.03575 -0.39933 -2.37831
S -0.97343 -0.70702 1.74491
H 1.35728 1.89637 -0.15939
H 2.75699 0.92534 0.03032
H 1.76787 0.75424 1.43649
H 1.47779 -1.18623 -0.18475
H 0.99904 -0.01607 -1.43836

=====

68
Properties=species:S:1:pos:R:3 method="wB97M-V/def2-TZVPD" multiplicity=1 e_lumo_ev=-3.57 homo_ha=-0.3926 e_above_lowest_kcal_mol=0.00 e_tot_ha=-1895.9082 charge=+1
C -0.89173 -6.81550 -1.06774
O -0.20559 -6.30677 0.09116
C 0.36335 -5.07366 0.03068
C 0.95716 -4.64275 1.24440
C 1.40117 -3.36993 1.36136
C 1.33912 -2.51033 0.24268
C 1.98626 -1.26392 0.46106
O 2.88214 -0.90793 -0.39897
C 4.00284 -0.06255 -0.01250
C 0.79854 -2.91586 -0.98290
C 0.29909 -4.20481 -1.09322
H -1.16188 -7.82044 -0.75864
H -1.79165 -6.22310 -1.27786
H -0.23141 -6.85656 -1.94417
H 1.01583 -5.36926 2.06644
H 1.86873 -2.98649 2.27701
H 1.98688 -0.87948 1.49169
H 4.52198 0.15043 -0.95527
H 3.63728 0.86393 0.47531
H 4.62422 -0.66566 0.65364
H 0.80051 -2.22521 -1.82161
H -0.15788 -4.56268 -2.02598
C -5.07745 1.54264 2.55398
C -4.64731 0.21032 2.56175
C -3.33698 -0.11329 2.19720
C -2.44916 0.91000 1.84995
C -0.98521 0.58976 1.52110
C -0.04629 1.18842 2.59367
C 1.33217 1.31389 2.34475
C 2.22936 1.52843 3.39129
C 1.74691 1.90861 4.65027
C 0.35815 1.95534 4.87099
C -0.54145 1.56709 3.87037
C -0.60993 1.10565 0.10442
C -1.72058 1.14744 -0.93174
C -1.25758 1.98874 -2.08858
N 0.07570 1.53060 -2.49314
C 0.64901 1.96419 -3.69299
C 1.90180 1.40514 -3.91456
C 2.67038 1.81287 -5.01068
C 2.15335 2.79795 -5.86436
C 0.89660 3.37550 -5.62033
C 0.12998 2.97345 -4.51697
S 2.29233 0.30971 -2.62069
C 0.85207 0.72406 -1.69303
N 0.55239 0.39446 -0.45274
C -2.87050 2.24600 1.85051
C -4.18370 2.55539 2.19905
H -6.10550 1.78564 2.81781
H -5.33072 -0.58663 2.85199
H -2.99525 -1.15591 2.16699
H -0.87488 -0.51282 1.51754
H 1.72827 1.19635 1.32880
H 3.28818 1.38061 3.18334
H 2.45436 2.16537 5.43682
H -0.03799 2.27746 5.84118
H -1.62559 1.59257 4.08923
H -0.34515 2.17095 0.26405
H -1.95648 0.11917 -1.24360
H -2.63292 1.59192 -0.53189
H -1.93907 1.92453 -2.94840
H -1.18133 3.05517 -1.80412
H 3.64562 1.36672 -5.16969
H 2.73688 3.12650 -6.72546
H 0.50834 4.14442 -6.28684
H -0.83094 3.43702 -4.28089
H -2.16049 3.03881 1.57931
H -4.50437 3.59831 2.19778

=====

18
Properties=species:S:1:pos:R:3 method="wB97M-V/def2-TZVPD" multiplicity=6 e_lumo_ev="-16.62 / -15.02" homo_ha="-0.7498 / -0.7499" e_above_lowest_kcal_mol=62.53 e_tot_ha=-1035.7132 charge=+3 s2=8.774
C -2.64538 -0.78238 1.92422
C -3.24003 -1.23466 0.81280
H -1.90961 -1.40535 2.44901
H -2.98154 0.16264 2.37748
H -4.20312 -0.98616 0.35108
Pm -1.43958 -1.50958 -1.08396
O 2.25019 0.85027 0.36577
Li 3.83610 -0.19044 1.37238
O 2.10121 -1.05679 1.37500
C 1.48591 -0.19235 0.74275
O 0.30761 -0.27140 0.30796
C 1.83796 1.76835 -0.66414
C 2.68293 3.01128 -0.52853
H 1.98376 1.29734 -1.64526
H 0.76513 1.97739 -0.55518
H 3.66923 2.76281 -0.11535
H 2.82026 3.45475 -1.52343
H 2.19810 3.74374 0.12901

=====

40
Properties=species:S:1:pos:R:3 method="wB97M-V/def2-TZVPD" multiplicity=6 e_lumo_ev="-10.43 / -12.50" homo_ha="-0.5864 / -0.5879" e_tot_ha=-2557.0199 charge=+2 s2=8.838
C 3.73742 -0.25675 -0.26393
N 2.62632 -0.00843 -0.99594
N 2.95629 -0.20967 -2.33506
C 4.23055 -0.64329 -2.41451
C 4.76058 -0.67491 -1.12424
B 1.86257 0.11394 -3.39087
N 0.64716 -0.81692 -3.06576
N 0.05410 -0.69331 -1.80844
C -1.12237 -1.36893 -1.83282
C -1.26277 -1.96340 -3.10264
C -0.13222 -1.59741 -3.83828
Mn 0.82011 0.48009 -0.45311
N 1.33508 1.56623 -3.06933
N 0.82254 1.85584 -1.80062
C 0.26623 3.09403 -1.83770
C 0.41661 3.59458 -3.14043
C 1.08558 2.61255 -3.87339
H -0.20307 3.53402 -0.96711
H 1.37751 2.57076 -4.90918
H 0.05292 4.53396 -3.50517
H 2.24501 0.01975 -4.51463
H 0.16609 -1.81684 -4.85678
H 4.69747 -0.89351 -3.35705
H -2.09362 -2.55753 -3.43840
H 5.74652 -0.96430 -0.82970
H -1.76514 -1.37508 -0.96202
H 3.74280 -0.11343 0.80006
H -3.41299 1.37406 -0.01878
C -4.00644 0.79244 0.68745
H -4.85772 0.35317 0.16102
H -3.38623 -0.00678 1.09013
H -4.33154 1.42912 1.51718
C -0.42796 0.57269 3.78915
S 0.42333 1.47206 2.50106
O -0.48407 2.46273 1.93844
O 1.68159 1.93907 3.04439
O 0.63583 0.32812 1.48374
H -0.32123 1.09903 4.73800
H 0.03776 -0.41898 3.86731
H -1.48547 0.50614 3.50221